i) ORCA calculation (the ωB97M-V functional and the def2-TZVPD basis) on the ion C5H12N2 with charge +1.

The LUMO energy (alpha / beta) comes out at -3.8 / -3.8 eV. Its total charge is +1. The multiplicity is 2.

Geometry (Å):
C: -0.090 -1.928 0.210
C: 0.608 -0.698 0.847
C: 0.248 0.530 0.031
C: -0.398 1.662 0.328
N: -0.566 2.588 -0.711
C: -1.226 3.769 -0.695
N: 0.853 -3.107 0.007
H: -0.535 -1.772 -0.783
H: -0.884 -2.291 0.850
H: 1.690 -0.768 0.617
H: 0.466 -0.705 1.924
H: 0.441 0.309 -1.009
H: -0.616 2.056 1.314
H: -0.139 2.329 -1.589
H: -1.508 4.261 -1.615
H: -1.606 4.083 0.293
H: 0.338 -3.970 -0.169
H: 1.367 -3.325 0.876
H: 1.556 -3.022 -0.728


ii) ORCA calculation (the ωB97M-V functional and the def2-TZVPD basis) on the ion C5H12N2 with charge +1.

The LUMO energy (alpha / beta) comes out at -3.2 / -8.1 eV. Its total charge is +1. The multiplicity is 2.

Geometry (Å):
N: 1.026 -0.008 0.976
C: 1.275 -1.412 0.872
C: 0.233 -1.924 -0.172
C: -0.667 -0.726 -0.472
C: 0.190 0.503 -0.076
C: -0.662 1.743 0.296
N: -1.252 2.394 -0.832
H: 1.888 0.544 1.080
H: 2.292 -1.681 0.565
H: 1.066 -1.928 1.820
H: -0.233 -2.839 0.189
H: 0.794 -2.218 -1.058
H: -0.944 -0.722 -1.527
H: -1.561 -0.707 0.152
H: 0.832 0.721 -0.948
H: -1.395 1.431 1.029
H: -0.014 2.456 0.806
H: -0.693 2.349 -1.673
H: -2.173 2.025 -1.028


Taking the most stable structure as the zero point, the relative energies in kcal/mol are i) 13.8; ii) 0.0.


i) ORCA calculation (the ωB97M-V functional and the def2-TZVPD basis) on a cluster of 2 separate species, C4H10NP in total.

The LUMO energy (alpha / beta) comes out at 0.0 / 0.0 eV. The multiplicity is 1.

Geometry (Å):
C: -0.974 0.367 -1.483
C: 0.336 1.159 0.559
C: -1.196 -0.963 0.750
C: -0.325 -0.026 -0.148
N: 2.675 -0.725 0.391
P: 1.780 -1.302 -0.670
H: -1.631 1.179 -1.324
H: -0.329 0.889 -2.159
H: -1.467 -0.472 -2.106
H: 1.020 0.957 1.313
H: 1.024 1.714 -0.022
H: -0.307 1.828 1.123
H: -1.622 -0.369 1.484
H: -1.980 -1.554 0.246
H: -0.560 -1.675 1.302
H: 3.558 -1.006 0.743


ii) ORCA calculation (the ωB97M-V functional and the def2-TZVPD basis) on an isolated molecule of C4H10NP.

The LUMO energy comes out at 1.2 eV. The multiplicity is 1.

Geometry (Å):
C: -1.724 1.788 -0.601
N: -0.293 1.689 -0.354
P: 0.525 0.351 -1.097
C: 1.728 0.047 0.269
C: 0.476 -0.775 0.380
C: 0.566 -2.268 0.198
H: -2.180 0.824 -0.378
H: -2.143 2.538 0.072
H: -1.982 2.061 -1.630
H: 0.160 2.564 -0.610
H: 1.871 0.853 0.975
H: 2.637 -0.476 -0.001
H: -0.220 -0.455 1.150
H: 1.220 -2.512 -0.637
H: -0.415 -2.697 0.002
H: 0.970 -2.733 1.098


iii) ORCA calculation (the ωB97M-V functional and the def2-TZVPD basis) on a cluster of 2 separate species, C4H10NP in total.

The LUMO energy (alpha / beta) comes out at 0.5 / 0.5 eV. The multiplicity is 1.

Geometry (Å):
C: -1.587 -0.334 0.131
C: -1.314 -1.712 0.384
C: 0.626 0.535 -1.715
C: 0.762 0.975 0.643
N: -0.093 1.009 -0.536
P: -2.848 0.620 0.489
H: -1.638 -2.288 -0.465
H: -0.183 -1.784 0.340
H: -1.634 -2.123 1.319
H: 0.015 0.629 -2.591
H: 1.352 1.258 -2.079
H: 0.867 -0.501 -1.710
H: 1.612 0.401 0.370
H: 1.012 1.976 0.928
H: 0.176 0.546 1.449
H: -2.204 1.853 0.005


Taking the most stable structure as the zero point, the relative energies in kcal/mol are i) 49.4; ii) 0.0; iii) 98.2.